[1]
C2H8ClCuN4O2 | wB97M-V/def2-TZVPD

Atoms and positions in Å:
Cu1 1.014 -2.331 1.900
Cl1 0.680 -0.904 0.522
O1 -3.369 -2.655 -0.593
O2 -0.204 2.975 0.737
N1 -1.200 -3.039 -0.585
N2 1.557 1.484 0.604
N3 -1.854 -1.071 -0.798
N4 1.832 3.493 -0.051
C1 -2.227 -2.319 -0.689
C2 0.976 2.682 0.463
H1 1.061 0.645 0.869
H2 -2.574 -0.408 -1.047
H3 2.661 3.127 -0.497
H4 -0.271 -2.644 -0.583
H5 -1.180 -4.045 -0.495
H6 -1.047 -0.885 -0.219
H7 1.580 4.459 -0.201
H8 2.564 1.435 0.664

energy above the lowest of the compared OMol25 structures with the same formula, charge and spin: 283.5 kJ/mol
<S²>: 0.764
maximum force: 0.12857 hartree/bohr
charge: +1
E_LUMO (alpha / beta): -5.25 / -8.79 eV
multiplicity: 2

=====

[2]
C2H8CsN4O2 | wB97M-V/def2-TZVPD

Atoms and positions in Å:
Cs1 -21.176 9.231 -4.881
O1 -18.818 10.907 -5.188
O2 -21.372 6.927 -0.422
N1 -21.834 8.961 -1.331
N2 -22.588 7.055 -2.352
N3 -17.487 12.403 -6.235
N4 -18.350 10.552 -7.361
C1 -21.868 7.576 -1.301
C2 -18.242 11.285 -6.219
H1 -18.899 9.720 -7.252
H2 -17.899 10.761 -8.233
H3 -22.148 9.455 -2.143
H4 -16.876 12.628 -7.000
H5 -21.256 9.447 -0.669
H6 -22.657 6.055 -2.393
H7 -23.097 7.666 -2.960
H8 -17.407 12.874 -5.351

energy above the lowest of the compared OMol25 structures with the same formula, charge and spin: 112.6 kJ/mol
maximum force: 0.01742 hartree/bohr
charge: +1
E_LUMO: -3.64 eV

=====

[3]
C2H8FN2O2 | wB97M-V/def2-TZVPD

Atoms and positions in Å:
F1 1.911 -1.795 1.044
O1 1.730 -0.367 1.118
O2 1.314 1.515 0.073
N1 1.150 -0.413 -1.128
N2 -0.919 0.044 0.821
C1 -1.820 0.231 -0.388
C2 1.263 0.250 0.028
H1 0.922 0.043 -2.050
H2 -1.462 0.215 1.677
H3 -1.669 -0.721 -0.975
H4 -2.786 0.464 -0.012
H5 1.153 -1.351 -1.275
H6 -1.280 1.027 -0.935
H7 1.307 1.908 1.015
H8 -0.813 -1.050 0.988

energy above the lowest of the compared OMol25 structures with the same formula, charge and spin: 585.8 kJ/mol
maximum force: 0.09201 hartree/bohr
charge: +1
E_LUMO: -5.35 eV

=====

[4]
C2H8GdO3P | wB97M-V/def2-TZVPD

Atoms and positions in Å:
Gd1 2.140 -3.460 0.460
P1 -1.490 0.637 -0.099
O1 -1.061 -1.009 0.415
O2 0.010 1.112 -0.923
O3 1.556 1.118 0.990
C1 1.114 0.366 -0.231
C2 0.381 -1.115 0.027
H1 -2.760 0.302 0.499
H2 1.593 2.095 0.694
H3 1.031 -1.954 0.519
H4 2.103 0.172 -0.827
H5 -1.810 2.058 -0.296
H6 -2.015 0.185 -1.366
H7 -1.065 0.983 1.237
H8 0.272 -1.491 -1.100

<S²>: 16.784
maximum force: 0.10460 hartree/bohr
charge: +2
E_LUMO (alpha / beta): -11.20 / -9.85 eV
multiplicity: 8

=====

[5]
C2H8IN2 | wB97M-V/def2-TZVPD

Atoms and positions in Å:
I1 -1.739 -2.088 2.978
N1 -0.198 0.500 -0.188
N2 -0.386 -0.589 2.703
C1 0.524 0.326 -2.457
C2 0.700 0.106 -1.027
H1 0.193 -0.834 3.475
H2 -0.861 0.270 2.788
H3 -0.237 -0.355 -2.838
H4 -1.049 1.164 -0.174
H5 1.516 0.219 -2.965
H6 -0.110 1.217 -2.566
H7 0.026 0.443 0.792
H8 1.623 -0.378 -0.519

energy above the lowest of the compared OMol25 structures with the same formula, charge and spin: 182.2 kJ/mol
maximum force: 0.05424 hartree/bohr
charge: +1
E_LUMO: -4.93 eV

=====

[6]
C2H8IN2 | wB97M-V/def2-TZVPD

Atoms and positions in Å:
I1 1.192 -0.352 -2.507
N1 -0.867 0.893 -0.569
N2 -0.615 -1.483 -0.216
C1 1.188 0.228 0.535
C2 0.238 -0.225 -0.556
H1 0.586 0.496 1.442
H2 -0.467 1.779 -0.674
H3 1.940 -0.453 0.631
H4 -1.258 0.999 0.350
H5 -1.580 0.634 -1.299
H6 1.574 1.256 0.143
H7 -0.577 -1.566 0.705
H8 -0.099 -2.273 -0.622

energy above the lowest of the compared OMol25 structures with the same formula, charge and spin: 110.6 kJ/mol
maximum force: 0.13769 hartree/bohr
charge: +1
E_LUMO: -4.06 eV
structure (SMILES): C[C@@](N)([NH3+])I

=====

[7]
C2H8IN2 | wB97M-V/def2-TZVPD

Atoms and positions in Å:
I1 -2.520 -0.074 -0.158
N1 0.209 0.905 1.055
N2 0.233 -1.447 0.546
C1 -0.324 -0.113 0.038
C2 0.291 0.199 -1.273
H1 0.159 -2.113 -0.231
H2 -0.240 -0.371 -2.177
H3 0.858 1.575 0.486
H4 -0.466 1.540 1.380
H5 1.277 -0.060 -1.257
H6 -0.232 -1.718 1.468
H7 0.659 0.486 1.749
H8 0.093 1.190 -1.626

energy above the lowest of the compared OMol25 structures with the same formula, charge and spin: 174.7 kJ/mol
<S²>: 2.006
maximum force: 0.14018 hartree/bohr
charge: +1
E_LUMO (alpha / beta): -3.50 / -7.70 eV
multiplicity: 3

=====

[8]
C2H8IN3 | wB97M-V/def2-TZVPD

Atoms and positions in Å:
I1 1.733 0.844 -3.508
N1 -0.319 0.737 -1.945
N2 0.388 -0.494 1.630
N3 -0.510 0.128 -0.760
C1 -0.663 -1.127 2.101
C2 0.497 0.309 0.363
H1 -0.501 -0.840 -0.815
H2 -0.309 1.708 -1.861
H3 -1.047 0.411 -2.618
H4 1.372 -0.757 1.935
H5 -0.759 -1.614 3.079
H6 -1.718 -0.996 1.756
H7 0.311 1.330 0.739
H8 1.525 0.362 -0.097

energy above the lowest of the compared OMol25 structures with the same formula, charge and spin: 143.7 kJ/mol
maximum force: 0.07476 hartree/bohr
charge: +2
E_LUMO (alpha / beta): -11.01 / -11.01 eV
structure (SMILES): C=[NH+]CN[NH2+]I

=====

[9]
C2H8InN4O2 | wB97M-V/def2-TZVPD

Atoms and positions in Å:
In1 -1.320 -0.912 -3.888
O1 3.648 0.502 -2.362
O2 -4.157 -1.944 0.271
N1 -5.638 -1.093 1.548
N2 5.419 0.615 -1.038
N3 -3.827 -1.463 2.489
N4 4.461 2.374 -1.516
C1 4.465 1.110 -1.721
C2 -4.450 -1.489 1.357
H1 -5.882 -0.732 2.460
H2 6.012 1.329 -0.641
H3 5.078 2.797 -0.838
H4 3.623 2.883 -1.756
H5 -4.166 -1.088 3.363
H6 5.662 -0.358 -0.917
H7 -2.901 -1.866 2.472
H8 -6.027 -0.668 0.718

energy above the lowest of the compared OMol25 structures with the same formula, charge and spin: 268.0 kJ/mol
maximum force: 0.12448 hartree/bohr
charge: +3
E_LUMO: -17.66 eV

=====

[10]
C2H8InO2 | wB97M-V/def2-TZVPD

Atoms and positions in Å:
In1 -0.511 1.197 -2.038
O1 -1.620 0.487 -0.345
O2 0.985 0.284 -0.947
C1 -1.256 -0.591 0.498
C2 1.565 0.148 0.321
H1 -2.472 0.767 -0.004
H2 -2.192 -1.118 0.682
H3 -0.570 -1.303 0.039
H4 -0.782 -0.205 1.400
H5 2.256 0.976 0.479
H6 2.145 -0.772 0.398
H7 1.644 0.004 -1.587
H8 0.808 0.125 1.104

energy above the lowest of the compared OMol25 structures with the same formula, charge and spin: 145.3 kJ/mol
maximum force: 0.08586 hartree/bohr
charge: +3
E_LUMO: -20.81 eV

=====

[11]
C2H8InO3 | wB97M-V/def2-TZVPD

Atoms and positions in Å:
In1 1.141 0.221 -3.317
O1 1.430 -1.744 -1.152
O2 -0.288 0.456 2.229
O3 0.163 1.285 -0.704
C1 -1.027 0.859 -0.115
C2 -0.850 -0.119 1.151
H1 -1.687 0.424 -0.870
H2 0.682 1.903 -0.139
H3 0.653 0.712 2.079
H4 2.023 -1.613 -0.387
H5 1.260 -2.713 -1.168
H6 -1.449 1.838 0.217
H7 -0.233 -0.968 0.739
H8 -1.818 -0.542 1.437

energy above the lowest of the compared OMol25 structures with the same formula, charge and spin: 95.0 kJ/mol
maximum force: 0.09800 hartree/bohr
charge: +3
E_LUMO: -19.94 eV

=====

[12]
C2H8N2 | wB97M-V/def2-TZVPD

Atoms and positions in Å:
N1 1.574 0.793 0.413
N2 -1.481 0.233 -1.862
C1 -0.257 -0.440 1.330
C2 0.994 0.001 1.383
H1 1.132 0.607 -0.529
H2 1.493 -0.071 2.416
H3 -0.898 -0.184 0.353
H4 -2.001 0.001 -2.722
H5 -0.518 -0.162 -1.926
H6 2.558 0.892 0.332
H7 -1.952 -0.479 -1.198
H8 -0.645 -1.190 2.009

energy above the lowest of the compared OMol25 structures with the same formula, charge and spin: 106.0 kJ/mol
maximum force: 0.06307 hartree/bohr
charge: 0
E_LUMO: 1.07 eV
structure (SMILES): C=CN.N

=====

[13]
C2H8N2 | wB97M-V/def2-TZVPD

Atoms and positions in Å:
N1 -0.989 -0.635 -1.349
N2 -0.361 0.350 0.678
C1 -0.474 -1.020 -0.044
C2 0.986 0.938 0.498
H1 0.474 -1.537 -0.137
H2 1.090 1.093 -0.636
H3 -1.120 -1.678 0.497
H4 -0.185 -0.267 -1.862
H5 -0.583 0.176 1.738
H6 -1.675 0.153 -1.264
H7 1.017 1.983 0.837
H8 1.820 0.445 1.046

energy above the lowest of the compared OMol25 structures with the same formula, charge and spin: 79.9 kJ/mol
maximum force: 0.07103 hartree/bohr
charge: 0
E_LUMO: 1.16 eV
structure (SMILES): CNCN

=====

[14]
C2H8N2 | wB97M-V/def2-TZVPD

Atoms and positions in Å:
N1 -4.191 -4.524 4.644
N2 2.733 2.921 -1.548
C1 2.232 2.006 -2.364
C2 0.895 1.773 -2.676
H1 0.390 0.913 -2.255
H2 0.493 2.073 -3.638
H3 3.739 2.968 -1.439
H4 -4.472 -4.126 3.751
H5 -3.529 -5.241 4.338
H6 2.196 3.360 -0.810
H7 3.054 1.732 -3.058
H8 -3.539 -3.853 5.056

energy above the lowest of the compared OMol25 structures with the same formula, charge and spin: 291.8 kJ/mol
maximum force: 0.05758 hartree/bohr
charge: 0
E_LUMO: 0.64 eV
structure (SMILES): C=CN.N

=====

[15]
C2H8N2 | wB97M-V/def2-TZVPD

Atoms and positions in Å:
N1 -0.015 -0.873 0.278
N2 0.122 1.048 -1.285
C1 -0.693 0.080 -0.552
C2 0.462 -0.364 1.537
H1 -1.359 -0.429 -1.259
H2 1.204 0.450 1.469
H3 0.199 1.979 -0.925
H4 -0.357 0.017 2.145
H5 0.712 -1.390 -0.189
H6 0.879 0.784 -1.888
H7 0.916 -1.155 2.122
H8 -1.293 0.690 0.126

energy above the lowest of the compared OMol25 structures with the same formula, charge and spin: 34.0 kJ/mol
maximum force: 0.01927 hartree/bohr
charge: 0
E_LUMO: 1.23 eV
structure (SMILES): CNCN

=====

[16]
C2H8N2 | wB97M-V/def2-TZVPD

Atoms and positions in Å:
N1 -1.993 0.102 0.329
N2 -3.621 0.348 -1.284
C1 4.248 -0.693 0.585
C2 -2.893 0.818 -0.216
H1 -4.617 0.461 -1.299
H2 3.394 -1.369 0.545
H3 3.925 0.274 0.952
H4 5.070 -1.129 1.148
H5 -1.591 0.621 1.110
H6 -3.282 1.725 0.247
H7 4.613 -0.651 -0.443
H8 -3.254 -0.508 -1.673

energy above the lowest of the compared OMol25 structures with the same formula, charge and spin: 17.3 kJ/mol
maximum force: 0.03395 hartree/bohr
charge: 0
E_LUMO: 1.09 eV
structure (SMILES): [H]/N=C/N.C

=====

[17]
C2H8N2 | wB97M-V/def2-TZVPD

Atoms and positions in Å:
N1 0.386 -1.369 -0.820
N2 -0.938 1.986 -0.759
C1 0.790 -0.216 1.383
C2 -0.023 -0.740 0.454
H1 1.895 -0.648 1.357
H2 -1.474 2.082 0.158
H3 1.397 -1.254 -0.790
H4 -0.070 -0.847 -1.585
H5 -1.598 1.628 -1.507
H6 0.401 -0.066 2.367
H7 -1.054 -0.782 0.558
H8 -0.230 1.305 -0.529

energy above the lowest of the compared OMol25 structures with the same formula, charge and spin: 119.9 kJ/mol
maximum force: 0.07422 hartree/bohr
charge: 0
E_LUMO: 0.95 eV
structure (SMILES): C=CN.N

=====

[18]
C2H8N2 | wB97M-V/def2-TZVPD

Atoms and positions in Å:
N1 -0.518 1.089 -1.426
N2 0.228 -1.080 1.601
C1 -0.285 0.032 0.787
C2 0.103 -0.085 -0.714
H1 -0.307 2.032 -1.067
H2 0.190 0.926 1.196
H3 -0.199 1.101 -2.362
H4 1.356 -1.011 1.775
H5 -0.251 -0.989 -1.244
H6 -1.365 -0.023 0.984
H7 -0.193 -1.885 1.223
H8 1.241 -0.107 -0.752

energy above the lowest of the compared OMol25 structures with the same formula, charge and spin: 73.2 kJ/mol
maximum force: 0.08263 hartree/bohr
charge: 0
E_LUMO: 1.17 eV
structure (SMILES): NCCN

=====

[19]
C2H8N2O | wB97M-V/def2-TZVPD

Atoms and positions in Å:
O1 4.227 3.586 2.871
N1 -3.166 -2.089 -2.738
N2 -1.844 -3.284 -1.257
C1 3.040 3.870 2.157
C2 -3.074 -2.890 -1.757
H1 -1.800 -4.276 -1.114
H2 4.035 3.384 3.791
H3 2.198 3.192 2.302
H4 2.714 4.884 2.397
H5 -3.845 -3.539 -1.332
H6 -4.098 -2.192 -3.132
H7 3.311 3.848 1.104
H8 -1.027 -2.787 -1.566

energy above the lowest of the compared OMol25 structures with the same formula, charge and spin: 188.3 kJ/mol
maximum force: 0.03881 hartree/bohr
charge: 0
E_LUMO: 1.07 eV
structure (SMILES): [H]/N=C/N.CO

=====

[20]
C2H8N2O | wB97M-V/def2-TZVPD

Atoms and positions in Å:
O1 3.117 -1.519 2.768
N1 -0.781 0.892 -1.168
N2 0.964 0.629 0.304
C1 -1.931 0.155 -1.675
C2 -0.288 0.616 0.076
H1 2.290 -1.139 3.096
H2 -2.448 0.735 -2.435
H3 1.154 0.266 1.231
H4 -1.566 -0.748 -2.177
H5 -1.018 0.347 0.833
H6 -2.636 -0.037 -0.876
H7 3.171 -1.248 1.846
H8 -0.028 1.050 -1.823

energy above the lowest of the compared OMol25 structures with the same formula, charge and spin: 137.6 kJ/mol
maximum force: 0.01778 hartree/bohr
charge: 0
E_LUMO: 0.79 eV
structure (SMILES): [H]/N=C/NC.O